No. 1
C46H50GeN5OPtTe as an isolated structure. Source: the OMol25 dataset; level of theory: ωB97M-V/def2-TZVPD.

The geometry in XYZ format:
```
105
Properties=species:S:1:pos:R:3:lowdin_charge:R:1
Pt 0.608 -0.172 -0.395 1.34
C -2.556 -3.353 -3.813 -0.14
C -2.952 -2.050 -4.083 -0.12
C -2.533 -0.991 -3.290 -0.08
C -1.701 -1.199 -2.174 -0.32
C -1.265 -2.519 -1.949 -0.11
C -1.692 -3.566 -2.742 -0.10
N -1.238 -0.202 -1.332 -0.09
C -1.891 1.007 -1.144 -0.25
C -3.234 1.286 -1.448 -0.07
C -3.790 2.541 -1.234 -0.13
C -3.036 3.579 -0.695 -0.14
C -1.726 3.329 -0.318 -0.05
C -1.175 2.058 -0.484 -0.24
N 0.024 1.690 0.058 -0.17
N 0.917 2.547 0.543 0.06
C 2.036 1.903 0.898 -0.36
C 3.095 2.601 1.541 -0.04
C 4.261 1.958 1.827 -0.11
C 4.420 0.596 1.499 -0.10
C 3.367 -0.042 0.899 -0.15
N 2.215 0.574 0.598 -0.10
H -2.897 -4.177 -4.428 0.08
H -3.589 -1.842 -4.936 0.09
H -2.821 0.012 -3.566 0.09
H -0.572 -2.686 -1.134 0.03
H -1.343 -4.568 -2.517 0.10
H -3.866 0.499 -1.826 0.09
H -4.833 2.700 -1.484 0.08
H -3.471 4.559 -0.546 0.08
H -1.114 4.082 0.162 0.09
H 2.931 3.643 1.780 0.10
H 5.067 2.499 2.312 0.09
H 5.325 0.051 1.721 0.08
H 3.403 -1.094 0.649 0.11
C -0.176 1.578 -4.615 -0.22
Ge 1.199 0.338 -3.947 0.69
C 0.794 -1.442 -4.658 -0.22
C 2.869 0.867 -4.863 -0.25
C 1.518 0.487 -2.066 -0.37
H -0.165 1.596 -5.710 0.01
H 0.008 2.586 -4.240 0.01
H -1.167 1.268 -4.277 -0.01
H 1.043 -1.465 -5.723 0.01
H -0.256 -1.702 -4.537 -0.01
H 1.388 -2.198 -4.141 0.02
H 2.717 0.893 -5.946 0.00
H 3.668 0.157 -4.639 0.01
H 3.192 1.858 -4.533 0.01
H 2.307 1.224 -1.878 -0.05
C -7.967 -5.549 1.273 -0.07
C -6.705 -4.741 1.435 -0.30
C -5.822 -4.988 2.478 -0.04
C -4.622 -4.292 2.598 -0.31
C -3.719 -4.617 3.756 -0.08
C -4.259 -3.306 1.662 -0.33
Te -2.134 -2.633 1.363 1.51
N 0.161 -1.583 1.030 -0.31
C 1.062 -1.854 1.977 -0.69
O 1.532 -1.101 2.851 -0.04
C 1.613 -3.295 2.005 -0.17
C 2.525 -3.658 2.993 -0.05
C 3.050 -4.942 3.045 -0.11
C 2.671 -5.888 2.098 -0.13
C 1.776 -5.531 1.097 -0.10
C 1.259 -4.241 1.049 -0.06
C -2.050 -1.492 3.168 -0.36
C -1.360 -1.923 4.306 -0.30
C -0.662 -3.252 4.444 -0.09
C -1.269 -1.070 5.413 -0.03
C -1.816 0.195 5.414 -0.28
C -1.639 1.124 6.586 -0.07
C -2.497 0.611 4.275 -0.02
C -2.623 -0.204 3.160 -0.28
C -3.378 0.320 1.971 -0.07
C -5.178 -3.022 0.634 -0.30
C -4.970 -1.918 -0.378 -0.10
C -6.372 -3.744 0.534 -0.04
H -8.211 -6.083 2.193 0.06
H -7.861 -6.292 0.477 0.07
H -8.818 -4.916 1.013 0.07
H -6.069 -5.749 3.216 0.10
H -4.249 -5.198 4.516 0.07
H -3.338 -3.705 4.214 0.06
H -2.849 -5.190 3.426 0.07
H 2.795 -2.899 3.717 0.11
H 3.756 -5.209 3.824 0.09
H 3.072 -6.895 2.140 0.08
H 1.478 -6.258 0.350 0.09
H 0.568 -3.946 0.271 0.07
H -0.627 -3.802 3.508 0.03
H -1.164 -3.873 5.192 0.08
H 0.365 -3.092 4.777 0.08
H -0.718 -1.414 6.284 0.11
H -1.238 0.593 7.451 0.06
H -2.586 1.586 6.878 0.07
H -0.945 1.932 6.339 0.08
H -2.925 1.609 4.241 0.11
H -3.690 1.353 2.133 0.08
H -4.264 -0.289 1.770 0.07
H -2.759 0.285 1.075 0.04
H -3.945 -1.560 -0.389 0.00
H -5.619 -1.067 -0.143 0.08
H -5.218 -2.256 -1.388 0.08
H -7.055 -3.512 -0.281 0.11
```

Summary:
- HOMO level (spin up / spin down) (eV) = -0.62 / -0.72
- <S²> = 1.14
- total charge = -2
- ΔE to the lowest compared entry with this formula, charge and spin (kJ/mol) = 257.22
- LUMO energy (spin up / spin down) (eV) = 4.107 / 4.106
- 2S+1 = 2
- E (eV) = -125065.248

***

No. 2
C46H51As2F6HgN6O8S2 as an isolated structure at a distorted geometry. Source: the OMol25 dataset; level of theory: ωB97M-V/def2-TZVPD.

The geometry in XYZ format:
```
122
Properties=species:S:1:pos:R:3:lowdin_charge:R:1
Hg 12.345 12.048 13.345 0.93
C 14.887 13.846 10.825 -0.03
C 13.563 13.883 10.079 -0.19
C 13.179 14.999 9.328 -0.07
C 11.996 15.007 8.574 -0.11
C 11.084 13.959 8.701 -0.08
C 11.437 12.886 9.492 -0.24
C 10.463 11.736 9.646 -0.04
C 12.651 12.800 10.139 -0.25
N 12.873 11.677 10.955 -0.02
C 13.282 10.544 10.369 -0.54
O 13.715 10.382 9.233 0.01
C 13.201 9.319 11.254 -0.17
C 13.685 8.057 10.877 0.00
C 13.329 7.017 11.717 -0.08
C 12.602 7.246 12.851 -0.03
C 12.205 8.548 13.166 -0.20
N 12.468 9.540 12.372 0.11
C 11.369 8.858 14.427 -0.49
O 10.839 7.886 14.956 0.00
N 11.305 10.202 14.714 0.02
C 10.530 10.559 15.879 -0.21
C 10.996 10.085 17.170 -0.20
C 12.213 9.251 17.257 -0.06
C 10.298 10.511 18.281 -0.08
C 9.187 11.368 18.217 -0.11
C 8.895 11.859 16.954 -0.11
C 9.513 11.476 15.779 -0.27
C 9.061 12.046 14.427 -0.08
H 15.583 14.533 10.322 0.08
H 15.253 12.803 10.732 0.08
H 14.794 14.104 11.880 0.06
H 13.825 15.828 9.273 0.08
H 11.779 15.932 8.053 0.08
H 10.088 13.979 8.268 0.10
H 9.509 11.914 9.061 0.09
H 10.951 10.851 9.292 0.06
H 10.250 11.556 10.703 0.07
H 14.198 7.942 9.955 0.10
H 13.571 5.969 11.502 0.10
H 12.307 6.438 13.473 0.10
H 12.960 9.756 16.640 0.07
H 12.633 9.273 18.263 0.07
H 12.081 8.247 17.033 0.06
H 10.567 10.037 19.285 0.12
H 8.670 11.752 19.110 0.09
H 8.179 12.653 16.852 0.09
H 8.072 12.518 14.599 0.08
H 9.778 12.842 14.115 -0.05
H 9.136 11.307 13.619 0.07
C 12.997 15.401 15.200 -0.33
As 11.588 14.219 15.922 1.11
C 11.946 14.373 17.823 -0.34
C 10.115 15.591 15.920 -0.39
C 9.377 15.998 17.029 -0.12
C 8.165 16.707 16.924 -0.10
C 7.669 17.025 15.662 -0.12
C 8.390 16.711 14.530 -0.12
C 9.575 15.944 14.653 -0.40
As 10.477 15.178 13.058 1.10
C 8.904 15.056 11.919 -0.34
C 11.302 16.810 12.275 -0.28
H 12.842 16.455 15.463 0.04
H 13.124 15.159 14.151 -0.04
H 13.898 15.065 15.706 0.00
H 12.980 13.979 18.072 0.01
H 11.195 13.771 18.403 0.03
H 12.019 15.472 18.082 0.04
H 9.691 15.698 18.011 0.07
H 7.551 16.850 17.809 0.09
H 6.711 17.490 15.573 0.08
H 8.106 16.940 13.526 0.07
H 8.527 16.046 11.583 0.02
H 8.008 14.543 12.332 0.04
H 9.208 14.503 11.049 -0.02
H 10.639 17.600 12.549 -0.01
H 11.348 16.594 11.147 0.04
H 12.329 16.924 12.723 0.02
O 15.538 11.235 13.263 -0.08
H 14.789 11.415 12.669 -0.04
H 15.562 12.065 13.725 0.01
C 17.206 10.434 20.037 -0.02
N 15.792 10.575 19.635 -0.08
N 15.503 10.636 18.246 0.07
C 14.424 11.575 18.088 -0.37
O 13.870 11.755 17.003 0.03
C 14.191 12.137 19.410 0.05
C 15.014 11.559 20.261 -0.30
C 15.180 11.823 21.679 -0.03
C 15.572 9.430 17.495 -0.19
C 15.761 9.436 16.146 -0.02
C 15.632 8.303 15.315 -0.04
C 15.540 7.086 15.955 -0.09
C 15.359 7.020 17.339 -0.12
C 15.280 8.132 18.100 -0.04
H 17.825 11.308 19.853 0.09
H 17.637 9.563 19.531 0.09
H 17.241 10.134 21.073 0.07
H 13.324 12.727 19.624 0.10
H 14.303 12.348 22.033 0.09
H 16.024 12.482 21.872 0.09
H 15.292 10.891 22.230 0.09
H 15.945 10.383 15.740 0.09
H 15.687 8.448 14.232 0.11
H 15.526 6.161 15.384 0.10
H 15.130 6.117 17.830 0.08
H 15.039 8.085 19.150 0.10
F 16.710 15.686 18.422 0.11
C 17.820 15.313 17.770 -0.64
F 18.219 14.156 18.338 0.10
F 18.788 16.231 18.005 0.11
S 17.433 15.137 15.965 0.56
O 16.358 14.172 15.937 -0.30
O 18.611 14.781 15.232 -0.29
N 16.921 16.606 15.669 -0.31
S 17.649 17.816 14.947 0.58
O 18.343 18.706 15.856 -0.31
O 18.269 17.437 13.733 -0.29
C 16.075 18.784 14.496 -0.64
F 16.413 19.933 13.920 0.12
F 15.354 19.020 15.594 0.12
F 15.241 18.103 13.654 0.09
```

Summary:
- HOMO level (spin up / spin down) (eV) = -2.22 / -3.36
- <S²> = 0.75
- total charge = -2
- LUMO energy (spin up / spin down) (eV) = 3.613 / 3.490
- 2S+1 = 2
- E (eV) = -237677.945